1.
Below is a molecular structure, C6H18O3Si3, with properties calculated with ωB97M-V with the def2-TZVPD basis set.

```
! wB97M-V def2-TZVPD RIJCOSX def2/J DEFGRID3
* xyz 0 1
Si -2.287 0.888 0.093
Si 2.106 1.407 0.648
Si 0.237 -0.965 0.178
O -1.074 -0.527 0.763
O -1.223 1.818 -0.454
O 1.525 -0.053 0.162
C 0.736 -2.649 -0.332
C -3.301 1.135 1.578
C 3.850 0.968 1.107
C 1.991 -3.100 -0.212
C -3.269 -0.219 -1.130
C 1.813 2.881 -0.555
H -0.028 -3.467 -0.513
H -3.197 2.148 1.970
H -3.308 -1.261 -0.763
H -4.354 1.152 1.228
H -2.355 -3.510 -2.808
H 1.205 1.807 1.763
H 4.313 0.515 0.200
H 3.774 0.236 1.894
H 2.264 -4.234 -0.429
H -4.193 0.221 -1.116
H 2.918 -2.486 -0.012
H 0.744 3.069 -0.829
H -1.873 -3.842 -2.293
H 2.468 3.761 -0.259
H 4.580 1.699 1.375
H 2.405 2.600 -1.427
H -3.463 0.440 2.326
H -3.004 -0.434 -2.153
*
```

Energy relative to the best compared isomer or geometry (same formula, charge and spin)   0.0 kJ/mol
Electronic energy   -1333.70012 a.u.
Highest occupied orbital energy   -8.7 eV
E_LUMO   -0.0168 Eh

These are the Löwdin partial charges, in e, on atoms 1 to 2: number 1, Si, carries 0.27; number 2, Si, carries 0.48

2.
Below is 4 unconnected molecules or ions with the total composition C6H18O4, with properties calculated with ωB97M-V with the def2-TZVPD basis set.

```
! wB97M-V def2-TZVPD RIJCOSX def2/J DEFGRID3
* xyz 0 1
O 0.154 -1.028 -2.529
O -2.646 0.282 -3.139
O 1.151 2.597 0.770
O 1.612 1.876 3.574
C 1.339 -0.429 -0.414
C 0.582 -1.606 0.203
C 0.753 0.014 -1.750
C -0.698 -0.575 2.149
C -0.749 -1.148 0.758
C -1.856 -1.221 0.031
H 1.171 -2.086 0.982
H -1.191 0.402 2.218
H -1.710 0.179 -2.906
H -1.204 -1.242 2.852
H 1.559 1.575 4.483
H -3.068 -0.497 -2.756
H -0.063 0.716 -1.583
H -2.752 -0.835 0.516
H 0.531 3.318 0.616
H 0.316 -0.472 2.515
H 1.474 0.552 -2.358
H 0.815 -1.586 -2.949
H 2.406 -0.627 -0.550
H 1.336 0.417 0.278
H 0.409 -2.382 -0.550
H 2.539 1.886 3.317
H -1.845 -1.552 -0.995
H 1.305 2.655 1.725
*
```

Energy relative to the best compared isomer or geometry (same formula, charge and spin)   0.0 kJ/mol
Electronic energy   -540.32987 a.u.
Highest occupied orbital energy   -9.0 eV
E_LUMO   0.0126 Eh
SMILES   C=C(C)CCCO.O.O.O

These are the Löwdin partial charges, in e, on atoms 1 to 2: number 1, O, carries -0.09; number 2, O, carries -0.07

3.
Below is a molecular structure, C6H19BCl2CoNO2, with properties calculated with ωB97M-V with the def2-TZVPD basis set.

```
! wB97M-V def2-TZVPD RIJCOSX def2/J DEFGRID3
* xyz -1 4
Co 7.455 15.538 1.870
Cl 7.320 17.994 1.966
Cl 9.692 15.079 1.144
O 7.998 15.741 4.008
O 7.468 13.292 2.676
N 5.530 15.397 2.883
C 8.437 12.277 2.794
C 6.967 16.411 4.706
C 6.307 13.094 3.430
C 5.189 13.955 2.876
C 9.256 15.812 4.643
C 5.586 15.920 4.258
B 6.547 14.901 -0.280
H 5.984 12.047 3.384
H 6.719 16.063 0.037
H 4.820 15.888 2.357
H 5.370 14.767 -0.577
H 7.973 11.293 2.662
H 4.947 16.806 4.333
H 8.950 12.332 3.762
H 7.293 14.624 -1.189
H 4.303 13.814 3.514
H 9.625 16.843 4.623
H 9.194 15.450 5.674
H 7.056 16.243 5.788
H 5.130 15.211 4.956
H 6.895 14.301 0.708
H 9.158 12.438 1.996
H 4.919 13.660 1.864
H 9.937 15.202 4.053
H 7.069 17.475 4.478
H 6.471 13.362 4.486
*
```

<S²>   3.757
Energy relative to the best compared isomer or geometry (same formula, charge and spin)   25.3 kJ/mol
Electronic energy   -2773.30474 a.u.
Highest occupied orbital energy (spin up / spin down)   -4.9 / -5.0 eV
E_LUMO (spin up / spin down)   0.1051 / 0.1050 Eh

These are the Löwdin partial charges, in e, on atoms 1 to 2: number 1, Co, carries 0.18; number 2, Cl, carries -0.14

4.
Below is a molecular structure, C6H19CrINO4, with properties calculated with ωB97M-V with the def2-TZVPD basis set.

```
! wB97M-V def2-TZVPD RIJCOSX def2/J DEFGRID3
* xyz 1 5
I 0.442 -2.337 -2.850
Cr 0.670 -0.134 -1.590
O 3.327 0.018 -4.079
O 1.440 0.279 0.368
O 2.703 0.077 -1.493
O -2.704 0.329 2.364
N -1.322 0.767 -1.180
C -2.333 0.358 0.071
C 3.034 -1.063 -0.674
C 2.577 -0.551 0.708
C -2.149 -1.146 0.397
C -2.128 1.054 1.334
C -2.516 0.810 3.683
H 2.364 -1.304 1.437
H -2.930 -1.428 1.116
H -2.492 2.064 1.372
H -3.236 0.592 -0.444
H -1.146 -1.360 0.792
H -1.070 1.290 1.460
H -1.330 1.814 -1.340
H -2.369 -1.830 -0.458
H 2.495 -1.920 -1.032
H 1.054 0.705 1.110
H 3.708 0.584 -4.736
H -3.068 0.148 4.381
H -1.402 0.890 3.805
H 4.102 -1.301 -0.617
H -1.760 0.381 -2.028
H 2.469 -0.069 -4.496
H 3.127 0.278 -2.377
H -2.861 1.846 3.838
H 3.307 0.160 1.158
*
```

<S²>   6.018
Electronic energy   -1937.64334 a.u.
Highest occupied orbital energy (spin up / spin down)   -11.7 / -12.1 eV
E_LUMO (spin up / spin down)   -0.1245 / -0.1280 Eh

These are the Löwdin partial charges, in e, on atoms 1 to 2: number 1, I, carries 0.31; number 2, Cr, carries 0.40

5.
Below is a molecular structure, C6H19F3N5O3V, with properties calculated with ωB97M-V with the def2-TZVPD basis set.

```
! wB97M-V def2-TZVPD RIJCOSX def2/J DEFGRID3
* xyz 0 3
V -7.270 0.056 -18.831
F -5.548 -1.058 -19.006
F -6.696 0.978 -17.081
F -6.702 1.546 -20.080
O -9.262 0.694 -18.748
O -8.024 -0.949 -20.667
O -6.832 -1.975 -14.328
N -7.903 -0.749 -22.979
N -7.983 -1.680 -17.848
N -11.430 0.529 -19.415
N -9.846 -1.099 -21.957
N -10.470 2.544 -19.068
C -10.356 1.204 -19.031
C -5.638 -2.000 -13.568
C -8.797 -3.274 -16.099
C -6.600 -1.937 -15.745
C -8.007 -1.956 -16.357
C -8.512 -1.002 -21.792
H -12.242 0.986 -19.789
H -5.972 -2.747 -16.131
H -6.896 -0.685 -22.911
H -5.334 -3.006 -13.256
H -11.487 -0.471 -19.337
H -8.460 -4.023 -16.819
H -5.851 -1.433 -12.664
H -9.694 3.105 -18.759
H -8.640 -3.526 -15.050
H -11.326 2.985 -19.350
H -10.184 -1.102 -22.899
H -7.661 -2.622 -18.086
H -8.327 -0.498 -23.847
H -8.637 -1.241 -15.828
H -10.406 -0.894 -21.151
H -4.800 -1.680 -14.191
H -6.031 -1.032 -15.965
H -8.950 -1.929 -18.073
H -9.881 -3.166 -16.169
*
```

<S²>   2.008
Energy relative to the best compared isomer or geometry (same formula, charge and spin)   0.0 kJ/mol
Electronic energy   -1983.26164 a.u.
Highest occupied orbital energy (spin up / spin down)   -8.5 / -9.2 eV
E_LUMO (spin up / spin down)   -0.0117 / -0.0118 Eh

These are the Löwdin partial charges, in e, on atoms 1 to 2: number 1, V, carries 1.13; number 2, F, carries -0.52

6.
Below is a molecular structure, C6H19N3O2PRb, with properties calculated with ωB97M-V with the def2-TZVPD basis set.

```
! wB97M-V def2-TZVPD RIJCOSX def2/J DEFGRID3
* xyz 0 1
Rb 2.414 0.390 -3.589
P -0.162 0.442 0.301
O 0.157 1.930 0.148
O 4.456 0.852 -2.680
N 0.255 -0.364 -1.159
N 0.653 -0.189 1.589
N -1.810 0.040 0.505
C 1.908 0.451 2.103
C -2.726 1.277 0.698
C 0.035 -1.067 2.569
C -0.679 -0.462 -2.209
C 1.608 -0.151 -1.610
C -2.560 -1.265 0.365
H 1.881 0.289 3.180
H -3.290 1.500 -0.208
H -0.887 -0.554 2.841
H -0.384 -1.901 2.006
H 3.945 1.682 -2.741
H -0.217 -1.081 -2.978
H -3.364 1.144 1.572
H -2.140 2.195 0.727
H 1.984 0.844 -1.848
H -1.883 -2.120 0.374
H 1.750 1.530 2.118
H 0.696 -1.351 3.388
H -0.875 0.571 -2.496
H -1.623 -0.895 -1.877
H 1.944 -0.768 -2.443
H 2.811 0.114 1.595
H -3.230 -1.440 1.207
H -3.017 -1.333 -0.622
H 2.347 -0.311 -0.826
*
```

Energy relative to the best compared isomer or geometry (same formula, charge and spin)   639.1 kJ/mol
Electronic energy   -919.97140 a.u.
Highest occupied orbital energy   -7.3 eV
E_LUMO   -0.0094 Eh

These are the Löwdin partial charges, in e, on atoms 1 to 2: number 1, Rb, carries 1.31; number 2, P, carries 0.60

7.
Below is 4 unconnected molecules or ions with the total composition C6H19NO4, with properties calculated with ωB97M-V with the def2-TZVPD basis set.

```
! wB97M-V def2-TZVPD RIJCOSX def2/J DEFGRID3
* xyz 0 1
O -1.906 2.428 0.930
O 1.965 0.271 0.886
O -1.426 -0.574 3.412
O 0.954 2.174 1.645
N -0.055 -0.263 0.260
C 1.302 -0.404 0.096
C -1.384 -0.388 -2.085
C 3.081 -0.583 -1.784
C -2.468 -1.178 -2.667
C -1.230 -0.937 -0.514
C 1.877 -1.278 -0.959
H -3.528 -0.763 -2.584
H 1.556 2.324 0.893
H -1.583 2.074 1.771
H 2.723 0.140 -2.565
H 3.691 -0.060 -1.085
H 3.644 -1.316 -2.324
H -0.369 0.112 1.116
H 1.251 -1.511 -1.767
H 1.500 1.559 2.285
H 2.277 -2.104 -0.330
H -1.572 -1.440 3.082
H -2.087 -0.564 0.070
H -2.333 -1.374 -3.800
H -0.460 -0.316 -2.655
H -1.587 0.721 -2.144
H -2.308 -2.269 -2.396
H -2.056 0.008 3.019
H -1.084 2.887 0.590
H -1.058 -2.058 -0.505
*
```

Energy relative to the best compared isomer or geometry (same formula, charge and spin)   263.7 kJ/mol
Electronic energy   -595.65858 a.u.
Highest occupied orbital energy   -9.2 eV
E_LUMO   0.0198 Eh
SMILES   CCCNC(=O)CC.O.O.O

These are the Löwdin partial charges, in e, on atoms 1 to 2: number 1, O, carries -0.09; number 2, O, carries -0.03

8.
Below is a molecular structure, C6H19O11PPd2, with properties calculated with ωB97M-V with the def2-TZVPD basis set.

```
! wB97M-V def2-TZVPD RIJCOSX def2/J DEFGRID3
* xyz 0 5
Pd -1.638 0.487 1.927
Pd -2.062 -1.924 -0.541
P -1.498 -2.451 2.224
O 1.623 -2.926 0.179
O -1.326 0.091 -0.108
O 0.646 1.256 2.251
O -1.959 -3.483 3.194
O -2.743 -1.616 1.600
O -2.077 -1.080 -2.709
O -1.810 2.743 2.159
O 2.837 -0.144 1.545
O -1.046 -2.981 0.860
O -0.724 -1.204 2.719
O 0.087 1.264 -2.657
C -0.872 -0.870 -3.475
C -0.578 3.471 2.007
C -0.462 0.589 -3.741
C 3.082 -1.018 0.451
C 1.849 -1.587 -0.219
C 0.575 2.537 1.604
H 0.700 -3.108 0.433
H 0.239 0.572 -4.576
H 1.554 3.021 1.642
H -0.426 1.040 -1.872
H 0.420 2.316 0.539
H -2.601 3.261 1.999
H -0.334 3.993 2.932
H 3.792 -1.807 0.703
H -1.303 1.193 -4.112
H -0.716 4.172 1.185
H 3.620 -0.477 -0.331
H 2.044 -1.693 -1.295
H 0.957 -0.966 -0.227
H -0.963 -1.320 -4.469
H 1.430 0.833 1.824
H -2.621 -0.368 -3.071
H -0.076 -1.338 -2.894
H 2.745 -0.588 2.396
H -0.364 0.115 -0.077
*
```

<S²>   6.016
Energy relative to the best compared isomer or geometry (same formula, charge and spin)   10.2 kJ/mol
Electronic energy   -1664.67266 a.u.
Highest occupied orbital energy (spin up / spin down)   -8.7 / -8.7 eV
E_LUMO (spin up / spin down)   -0.0097 / -0.0513 Eh

These are the Löwdin partial charges, in e, on atoms 1 to 2: number 1, Pd, carries 1.04; number 2, Pd, carries 0.98